115
Properties=species:S:1:pos:R:3:mulliken_charge:R:1 method="wB97M-V/def2-TZVPD" spin_multiplicity=2 lumo_ha="0.0720 / 0.0718" homo_lumo_gap_ev="2.2 / 6.7" max_force_ev_per_a=3.337 s2=0.761 homo_energy_ev="-0.273 / -4.783" total_charge=-1
Cl 4.19228 1.77272 -1.77305 -0.182
C 3.25360 3.25443 -2.22452 0.371
C 3.42793 4.43581 -1.27020 -0.227
Cl 5.11781 5.12890 -1.30438 -0.245
H 2.22495 2.97607 -1.99540 -0.547
H 3.25174 3.32736 -3.31208 0.390
H 3.40292 4.01288 -0.26591 0.296
H 2.74679 5.26411 -1.46531 0.130
Cl 1.86049 -5.21693 -2.24689 -0.242
C 0.09037 -5.00474 -2.02723 -0.092
C -0.65927 -4.28974 -3.20673 -0.813
Cl -0.01092 -2.73354 -3.67848 -0.047
H -0.06778 -4.31465 -1.19846 -0.016
H -0.44828 -5.94142 -1.88377 0.470
H -1.74619 -4.27715 -3.12571 0.345
H -0.50456 -4.97953 -4.03640 0.431
N -2.04944 2.16833 3.83948 -0.399
C -2.63908 2.16039 2.61583 0.001
C -3.96886 2.41782 2.33654 0.157
C -4.78994 2.77258 3.41086 -0.604
C -4.29836 2.79741 4.68070 -0.455
C -2.91388 2.53749 4.88292 -0.472
H -2.02055 2.04154 1.73851 0.343
H -4.29164 2.49758 1.30899 0.238
H -5.76637 3.13822 3.12929 0.396
H -4.89687 3.10848 5.52415 0.385
H -2.52155 2.42570 5.88291 0.369
N 0.85664 0.91466 -4.83283 0.043
C 1.57938 0.88922 -5.95549 -0.361
C 1.07737 0.59163 -7.24843 -0.622
C -0.25447 0.35146 -7.37130 -0.241
C -1.08170 0.44736 -6.23242 -0.818
C -0.48425 0.74916 -4.97162 -0.075
H 2.59185 1.23532 -5.80885 0.406
H 1.72971 0.63761 -8.10794 0.391
H -0.72081 0.04204 -8.29498 0.382
H -2.14761 0.27838 -6.27331 0.422
H -1.05090 0.80405 -4.05385 0.499
N -0.01897 4.46615 -2.35701 0.264
C -0.14504 5.62453 -1.73254 -0.306
C -0.13761 6.85688 -2.40310 -0.710
C 0.28723 6.85463 -3.74944 -0.399
C 0.23591 5.61661 -4.42829 -0.672
C 0.10360 4.42195 -3.67537 -0.101
H -0.31027 5.56173 -0.66710 0.507
H -0.27703 7.79137 -1.87995 0.372
H 0.38530 7.73260 -4.37069 0.377
H 0.41273 5.64402 -5.49336 0.390
H 0.18648 3.40858 -4.03951 0.329
N 2.91769 -0.57232 3.98322 -0.437
C 2.89881 -1.64690 4.78709 -0.178
C 3.78273 -2.74791 4.67819 -0.710
C 4.49558 -2.85851 3.50741 0.154
C 4.55485 -1.76594 2.64156 -0.320
C 3.75558 -0.63906 2.89658 -0.724
H 2.28907 -1.44773 5.65597 0.465
H 3.72977 -3.56918 5.37756 0.360
H 5.11827 -3.70172 3.24731 0.382
H 5.24066 -1.68429 1.81127 0.444
H 3.63102 0.16632 2.18789 0.600
N -2.28566 -3.29104 -0.65826 -0.113
C -3.28671 -3.59250 0.25908 -0.821
C -3.78836 -2.66833 1.14713 -0.403
C -3.43194 -1.33196 1.06825 -1.129
C -2.49805 -1.01010 0.07979 0.499
C -1.96939 -1.98681 -0.77313 -0.524
H -3.68862 -4.59211 0.33420 0.274
H -4.60361 -2.94425 1.79954 0.379
H -3.82858 -0.51736 1.65604 0.443
H -2.17153 0.00783 -0.07387 0.359
H -1.15304 -1.77026 -1.44625 0.134
N -0.92479 -0.59649 4.90078 -0.237
C -1.25361 -1.58583 4.00137 0.118
C -2.12241 -2.71336 4.35406 -0.869
C -2.52118 -2.82030 5.70847 -0.231
C -2.10101 -1.81967 6.62312 -0.566
C -1.40175 -0.75515 6.17581 -0.318
H -0.92401 -1.51768 2.97516 0.406
H -2.37499 -3.49533 3.65326 0.461
H -3.07639 -3.67451 6.06688 0.377
H -2.50681 -1.79150 7.62359 0.349
H -1.08136 -0.02310 6.90235 0.433
N 6.80051 -4.99597 1.13011 -0.532
C 6.00509 -4.38746 0.18842 -0.563
C 4.60987 -4.64904 0.05120 0.083
C 4.02595 -5.69762 0.77941 -0.092
C 4.85638 -6.32917 1.70643 -0.470
C 6.18843 -5.93716 1.93143 -0.305
H 6.42665 -3.51391 -0.28655 0.441
H 3.99333 -4.13909 -0.67422 0.174
H 2.96336 -5.86316 0.67996 0.439
H 4.42752 -7.09275 2.33843 0.334
H 6.87603 -6.22437 2.71317 0.442
N 0.68226 0.37073 1.33502 -0.271
C 1.30704 -0.83145 1.05949 -1.033
C 1.67668 -1.22407 -0.24136 -0.568
C 1.30451 -0.47002 -1.32112 -0.338
C 0.68338 0.76976 -1.11749 0.594
C 0.39391 1.12369 0.22441 -1.015
H 1.56645 -1.44798 1.90743 0.979
H 2.23473 -2.11469 -0.48989 0.398
H 1.52945 -0.85926 -2.30311 0.658
H 0.36955 1.36718 -1.96070 0.026
H -0.15034 2.05641 0.23964 0.515
N -5.24654 4.14516 -0.70604 -0.621
C -5.72928 2.96714 -0.95181 -0.361
C -4.91285 1.91528 -1.30477 -0.448
C -3.54310 2.04174 -1.32395 -0.043
C -3.00498 3.24852 -0.87396 0.390
C -3.89498 4.34969 -0.65403 -0.485
H -6.80864 3.00153 -0.96574 0.378
H -5.34779 0.94845 -1.51084 0.381
H -2.90586 1.24140 -1.67003 0.620
H -1.94028 3.39840 -0.97566 -0.216
H -3.64987 5.38913 -0.49311 0.397